[1]
A 2-piece molecular cluster, C4H8O2 overall. Source: the OMol25 dataset; level of theory: wB97M-V/def2-TZVPD.

```
14
C4H8O2, DFT wB97M-V/def2-TZVPD
C 0.34 -0.77 -1.55
C 0.30 0.47 -1.06
C -0.92 0.85 -0.25
O -1.21 -0.22 0.66
C 0.75 -0.16 1.79
O 1.41 0.64 1.16
H 1.22 -1.26 -1.94
H -0.79 -0.98 0.22
H -0.59 -1.33 -1.62
H 1.14 1.15 -1.13
H -0.79 1.76 0.34
H -1.80 0.96 -0.89
H 0.18 0.14 2.69
H 0.76 -1.25 1.58
```

E	-8370.1240	eV
SMILES string	C=CCO.C=O
HOMO-LUMO gap	10.420	eV
HOMO energy	-9.449	eV
ΔE to the lowest compared entry with this formula, charge and spin	3.158	eV
total charge	0
max |F|	0.85	eV Å⁻¹

Atomic partial charges in e from the Löwdin method, atoms 1 to 8: atom 1 (C): -0.007, atom 2 (C): -0.157, atom 3 (C): -0.230, atom 4 (O): -0.125, atom 5 (C): -0.172, atom 6 (O): -0.041, atom 7 (H): 0.065, atom 8 (H): 0.050

=====

[2]
C36H31MnN3O2S as an isolated structure. Source: the OMol25 dataset; level of theory: wB97M-V/def2-TZVPD.

```
74
C36H31MnN3O2S, DFT wB97M-V/def2-TZVPD
Mn 0.90 -0.43 0.43
O 3.67 4.43 5.45
C 3.09 3.33 5.97
O 2.94 3.23 7.15
C 2.49 2.34 5.00
C 2.48 2.50 3.62
C 1.89 1.54 2.81
C 1.31 0.42 3.39
C 1.33 0.24 4.77
C 1.92 1.20 5.57
N 0.72 -0.55 2.50
C 0.06 -1.55 2.95
C -0.47 -2.56 2.01
C -1.20 -3.66 2.44
C -1.64 -4.56 1.47
C -1.34 -4.33 0.14
C -0.61 -3.19 -0.20
N -0.18 -2.33 0.71
H 3.70 4.40 4.49
H 2.90 3.36 3.13
H 1.88 1.67 1.74
H 0.92 -0.64 5.25
H 1.95 1.09 6.64
H -0.13 -1.72 4.00
H -1.41 -3.81 3.49
H -2.21 -5.43 1.77
H -1.67 -5.00 -0.63
H -0.36 -2.97 -1.23
C -4.05 -0.27 -2.06
C -3.55 -0.20 -3.50
C -4.15 -1.37 -4.29
C -4.02 1.13 -4.11
C -2.03 -0.26 -3.57
C -1.40 -0.24 -4.84
C -0.03 -0.28 -4.99
C 0.75 -0.35 -3.84
S 2.48 -0.41 -3.69
C 2.32 -0.47 -1.98
N 1.08 -0.42 -1.54
C 0.15 -0.36 -2.58
C -1.24 -0.33 -2.44
C 3.41 -0.58 -1.02
C 4.74 -0.61 -1.41
C 5.71 -0.74 -0.43
C 5.34 -0.83 0.91
C 4.00 -0.79 1.27
C 2.99 -0.67 0.32
H -5.14 -0.23 -2.05
H -3.68 0.56 -1.45
H -3.76 -1.21 -1.57
H -5.24 -1.33 -4.23
H -3.82 -2.33 -3.88
H -3.87 -1.34 -5.34
H -5.11 1.20 -4.06
H -3.73 1.22 -5.15
H -3.60 1.98 -3.56
H -2.02 -0.18 -5.72
H 0.41 -0.26 -5.97
H -1.67 -0.32 -1.45
H 5.04 -0.54 -2.45
H 6.76 -0.77 -0.70
H 6.10 -0.93 1.66
H 3.75 -0.86 2.32
C -2.14 3.32 0.13
C -2.55 2.20 0.85
C -1.71 1.10 0.96
C -0.45 1.10 0.37
C -0.05 2.23 -0.34
C -0.89 3.33 -0.46
H -2.79 4.17 0.04
H -3.53 2.18 1.31
H -2.05 0.24 1.52
H 0.92 2.26 -0.83
H -0.56 4.21 -1.01
```

E	-88551.7568	eV
HOMO-LUMO gap (spin up / spin down)	6.780 / 6.723	eV
HOMO energy (spin up / spin down)	-10.995 / -11.082	eV
ΔE to the lowest compared entry with this formula, charge and spin	0.000	eV
total charge	+1
2S+1	5
max |F|	0.96	eV Å⁻¹

Atomic partial charges in e from the Löwdin method, atoms 1 to 8: atom 1 (Mn): 0.886, atom 2 (O): 0.140, atom 3 (C): -0.470, atom 4 (O): 0.141, atom 5 (C): -0.106, atom 6 (C): 0.010, atom 7 (C): -0.004, atom 8 (C): -0.231

=====

[3]
C13H12MnN4OS3 as an isolated structure. Source: the OMol25 dataset; level of theory: wB97M-V/def2-TZVPD.

```
34
C13H12MnN4OS3, DFT wB97M-V/def2-TZVPD
Mn -0.38 0.31 0.18
C 0.22 4.60 3.06
S -1.38 3.85 3.45
C -1.22 2.38 2.44
S -1.18 2.57 0.72
N -1.17 1.28 3.11
N -0.98 0.17 2.32
C -1.80 -0.80 2.52
C -1.68 -2.00 1.70
C -2.37 -3.17 1.98
C -2.23 -4.25 1.13
C -1.41 -4.13 0.01
C -0.76 -2.93 -0.21
N -0.89 -1.89 0.61
H 0.26 5.54 3.60
H 0.30 4.79 1.99
H 1.03 3.95 3.39
H -2.60 -0.73 3.25
H -3.01 -3.23 2.85
H -2.76 -5.17 1.32
H -1.28 -4.95 -0.68
H -0.12 -2.78 -1.07
O -0.20 0.25 -1.95
N 0.98 0.40 -2.53
C 0.97 0.54 -3.88
C 2.12 0.70 -4.59
C 3.34 0.71 -3.90
C 3.33 0.57 -2.54
C 2.14 0.42 -1.81
S 2.13 0.25 -0.10
H -0.02 0.52 -4.31
H 2.07 0.81 -5.66
H 4.27 0.83 -4.43
H 4.25 0.59 -1.96
```

E	-85509.6386	eV
HOMO-LUMO gap (spin up / spin down)	6.769 / 6.994	eV
HOMO energy (spin up / spin down)	-7.536 / -7.855	eV
ΔE to the lowest compared entry with this formula, charge and spin	0.154	eV
total charge	0
2S+1	6
max |F|	1.08	eV Å⁻¹

Atomic partial charges in e from the Löwdin method, atoms 1 to 8: atom 1 (Mn): 0.520, atom 2 (C): -0.418, atom 3 (S): 0.775, atom 4 (C): -1.118, atom 5 (S): 0.544, atom 6 (N): -0.075, atom 7 (N): -0.097, atom 8 (C): -0.069

=====

[4]
One molecule with the formula C3H3F2NO2. Source: the OMol25 dataset; level of theory: wB97M-V/def2-TZVPD.

```
11
C3H3F2NO2, DFT wB97M-V/def2-TZVPD
C -1.68 -0.43 0.46
C 0.77 -0.50 0.03
C -0.48 0.33 -0.03
N -2.68 -0.98 0.53
O 0.98 -1.29 -1.01
O -0.39 1.37 0.95
F 1.93 0.29 0.19
F -0.68 0.86 -1.28
H 0.75 -1.03 0.95
H 1.56 -0.88 -1.63
H -0.08 2.26 0.83
```

E	-14178.0993	eV
SMILES string	N#C[C@](O)(F)[C@@H](O)F
HOMO-LUMO gap	12.105	eV
HOMO energy	-11.601	eV
ΔE to the lowest compared entry with this formula, charge and spin	1.438	eV
total charge	0
max |F|	3.59	eV Å⁻¹

Atomic partial charges in e from the Löwdin method, atoms 1 to 8: atom 1 (C): -0.078, atom 2 (C): -0.374, atom 3 (C): -0.443, atom 4 (N): 0.202, atom 5 (O): 0.118, atom 6 (O): 0.047, atom 7 (F): 0.030, atom 8 (F): 0.111

=====

The highest E belongs to which entry?
C4H8O2

=====

Look up the max |F| of the second one.
0.96 eV Å⁻¹

=====

Which formula does entry 2 have?
C36H31MnN3O2S

=====

Which of these has the highest E?
C4H8O2